Entry from the Open Molecules 2025 dataset: a structure of composition C37H36CaClFN9O6S2 (ωB97M-V with the def2-TZVPD basis set).

Last column: Löwdin charge in e.
Element x y z (Å)
Ca: 0.05 -1.05 1.50  1.231
C: 1.83 3.38 -0.09  -0.043
O: 1.41 2.82 -1.33  -0.158
C: 2.02 1.59 -1.60  -0.225
C: 2.78 1.51 -2.75  -0.088
C: 3.37 0.33 -3.16  -0.118
C: 3.24 -0.76 -2.33  -0.063
C: 2.56 -0.71 -1.12  -0.135
C: 2.66 -1.91 -0.31  -0.091
N: 2.20 -2.03 0.87  -0.012
N: 2.48 -3.19 1.53  0.038
C: 1.77 -3.37 2.67  -0.446
O: 1.04 -2.49 3.14  -0.067
C: 1.95 -4.66 3.38  -0.134
C: 0.93 -5.07 4.23  -0.011
C: 1.03 -6.27 4.91  -0.083
C: 2.16 -7.06 4.75  -0.104
C: 3.18 -6.66 3.90  -0.091
C: 3.08 -5.46 3.21  -0.033
C: 1.86 0.48 -0.69  -0.333
O: 1.22 0.58 0.41  -0.200
H: 1.58 2.72 0.74  0.085
H: 1.30 4.33 0.02  0.057
H: 2.91 3.57 -0.10  0.100
H: 2.95 2.43 -3.31  0.095
H: 3.95 0.28 -4.07  0.086
H: 3.72 -1.70 -2.60  0.108
H: 3.22 -2.74 -0.75  0.121
H: 0.05 -4.44 4.31  0.113
H: 0.22 -6.60 5.55  0.097
H: 2.24 -8.01 5.28  0.092
H: 4.06 -7.28 3.77  0.094
H: 3.86 -5.15 2.54  0.107
C: -0.56 6.29 0.46  -0.074
C: -1.83 5.59 0.92  -0.194
N: -1.77 4.14 0.94  -0.036
C: -1.29 3.50 2.06  0.020
C: -1.25 2.16 2.24  -0.028
C: -0.48 1.60 3.45  -0.637
O: -0.22 2.41 4.35  -0.005
O: -0.18 0.38 3.36  -0.140
C: -1.90 1.33 1.26  -0.322
O: -2.13 0.12 1.36  -0.078
C: -2.30 2.00 0.02  -0.048
C: -2.78 1.22 -1.02  0.068
C: -2.98 1.78 -2.24  -0.202
F: -3.53 1.03 -3.23  0.054
C: -2.54 3.09 -2.53  -0.149
C: -2.22 3.90 -1.45  0.026
C: -2.13 3.37 -0.15  -0.131
N: -2.26 3.47 -3.88  -0.059
C: -1.47 4.68 -3.99  -0.151
C: -0.05 4.49 -3.45  -0.097
N: 0.59 3.32 -4.13  0.069
C: -0.24 2.08 -4.04  -0.066
C: -1.60 2.39 -4.63  -0.130
H: -0.71 7.37 0.47  0.076
H: -0.27 5.99 -0.55  0.052
H: 0.27 6.06 1.13  0.076
H: -2.68 5.88 0.30  0.119
H: -2.07 5.91 1.94  0.123
H: -0.91 4.14 2.85  0.142
H: -2.92 0.15 -0.86  0.088
H: -1.93 4.93 -1.59  0.085
H: -1.94 5.49 -3.44  0.120
H: -1.45 4.99 -5.04  0.127
H: -0.06 4.23 -2.39  0.096
H: 0.58 5.36 -3.61  0.137
H: 1.51 3.14 -3.72  0.105
H: 0.73 3.54 -5.12  0.177
H: -0.32 1.82 -2.98  0.138
H: 0.29 1.28 -4.56  0.146
H: -2.19 1.49 -4.59  0.120
H: -1.54 2.69 -5.68  0.131
N: -2.49 -1.70 3.79  0.095
C: -2.64 -2.56 2.72  -0.725
N: -1.66 -3.19 2.15  0.067
C: -2.11 -4.06 1.17  -0.353
C: -3.45 -4.04 0.98  -0.371
S: -4.21 -2.94 2.08  0.998
C: -1.13 -4.89 0.47  -0.396
C: -1.43 -5.95 -0.33  -0.415
S: 0.03 -6.63 -0.95  0.907
C: 0.99 -5.41 -0.05  -0.741
N: 0.20 -4.60 0.65  0.065
N: 2.31 -5.33 -0.08  -0.027
H: -1.53 -1.42 3.95  0.070
H: -3.08 -0.88 3.73  0.083
H: -4.02 -4.57 0.24  0.064
H: -2.41 -6.34 -0.57  0.048
H: 2.71 -6.06 -0.65  0.012
H: 2.67 -4.04 0.93  0.059
Cl: -0.90 -1.61 -1.04  -0.180

For the HOMO-LUMO gap, the calculation gives 4.20 eV. Its max |F| is 0.646 eV/Å. As for the energy relative to the best compared isomer or geometry (same formula, charge and spin): 0.00 kJ/mol. As for the net charge: -1.